Entry from OMol25: a structure of composition C7H15ClI2InN2OPS at a distorted geometry (ωB97M-V/def2-TZVPD).

The calculation puts the molecular weight at 610.33 g/mol. As for the total charge: +2. The largest force on an atom is 6.07 eV Å⁻¹. The energy comes out at -2445.23866 a.u.

Geometry as XYZ:
```
31
Properties=species:S:1:pos:R:3:forces:R:3:mulliken_charge:R:1
I -5.406087 -0.163583 3.212685 0.19 1.28 -0.45 0.036
I -4.512512 2.301822 2.221606 -0.47 -1.19 0.47 -0.041
In -0.067229 0.281712 -0.133894 1.87 0.44 -0.77 0.834
Cl 1.816601 -1.098808 0.307978 -0.82 0.31 -0.05 -0.371
S 0.771080 2.596935 0.609909 -1.15 -0.20 -0.89 -0.281
P -1.208136 -0.304441 -2.365786 -0.26 -0.31 -1.49 0.502
O -2.394329 -0.385948 2.181504 2.82 -0.17 -4.30 -0.050
N 1.681004 1.939472 3.089505 -2.07 0.13 -0.89 -0.068
N 3.177814 1.701023 1.533421 -1.87 0.67 -0.26 0.001
C 3.802905 1.081945 2.685530 0.80 0.41 0.37 -0.400
C 1.907945 2.082321 1.774280 2.35 -1.52 1.61 0.141
C -3.009879 -0.244818 -2.257136 -0.06 0.18 0.32 -1.201
C -0.856891 -1.986056 -3.002424 0.33 -0.06 0.55 -1.129
C 2.730449 1.215205 3.773333 0.54 -0.14 0.37 -0.386
C -1.775068 -0.349085 1.210001 -3.12 -0.12 5.21 0.350
C -0.769623 0.792567 -3.760232 0.21 0.30 0.45 -1.134
H -1.397029 -2.732147 -2.401518 0.21 0.19 -0.17 0.374
H -3.328661 0.732170 -1.892850 -0.11 0.01 -0.06 0.391
H -1.199051 0.405915 -4.694334 0.04 -0.01 0.34 0.416
H 2.416364 0.225008 4.089840 -0.34 0.04 0.17 0.258
H -3.449677 -0.424578 -3.245988 0.17 0.01 0.17 0.396
H 0.723777 2.016051 3.460681 0.88 0.12 -0.26 0.272
H 0.221258 -2.190230 -2.944719 -0.30 -0.02 -0.08 0.389
H 4.702831 1.630949 2.975719 -0.01 -0.17 -0.21 0.296
H 4.058832 0.052808 2.453350 0.04 -0.08 0.05 0.267
H 3.065255 1.788601 4.635349 0.08 -0.12 0.00 0.313
H 0.321654 0.847037 -3.859837 -0.25 0.03 -0.04 0.387
H -1.188237 -2.056164 -4.050235 0.05 0.18 0.37 0.409
H -1.168921 1.796968 -3.566555 0.16 -0.19 -0.11 0.382
H -3.363666 -1.010000 -1.565172 -0.07 -0.02 -0.03 0.417
H 3.559424 1.675462 0.610663 0.15 0.03 -0.38 0.232
```
Positions in Å, forces in eV/Å.